Entry 1:
The following is a DFT calculation (wB97M-V/def2-TZVPD) of the molecule C23H31ClN4O3 at a distorted geometry.

Its structure (SMILES) is Cc1oc(-c2ccc(Cl)cc2)nc1CN1CCC(C(=O)NCCN2CCOCC2)CC1. The relative energy (zero: lowest compared OMol25 entry of this formula, charge and spin) comes out at 20.7 kcal/mol. Its frontier orbital gap is 0.316 Ha. The value obtained for the max |F| is 1.3 eV/Å. For the total energy, the calculation gives -1799.9904 Ha.

Geometry as ORCA input:
```
! wB97M-V def2-TZVPD RIJCOSX def2/J DEFGRID3
* xyz 0 1
C 2.84971 3.52003 1.82069
C 2.42607 2.54764 0.78449
O 2.84585 2.71617 -0.49707
C 2.30213 1.69356 -1.19070
C 2.55265 1.52955 -2.60421
C 3.24344 2.50036 -3.32885
C 3.47439 2.32721 -4.67890
C 3.01429 1.17963 -5.30857
Cl 3.30122 0.96328 -6.99670
C 2.32899 0.20226 -4.59912
C 2.10103 0.37738 -3.25010
N 1.57310 0.91204 -0.44669
C 1.63526 1.43098 0.81535
C 0.90671 0.78858 1.95046
N 0.72020 -0.61422 1.67796
C 1.91970 -1.42206 1.70722
C 1.69314 -2.65764 0.82517
C 0.24219 -3.15405 0.92260
C -0.69744 -2.67278 -0.18568
O -1.62080 -3.37817 -0.56007
N -0.42754 -1.46601 -0.70747
C -1.33658 -0.81853 -1.61702
C -2.04448 0.37280 -0.96527
N -2.71478 0.04268 0.28121
C -3.25462 1.24033 0.90311
C -3.88974 0.88383 2.24709
O -4.91395 -0.06592 2.09526
C -4.41168 -1.23129 1.47897
C -3.78262 -0.93547 0.11929
C -0.35290 -2.74047 2.27400
C -0.37240 -1.21622 2.42155
H 2.24582 4.42634 1.76775
H 2.73175 3.08152 2.80765
H 3.89059 3.79735 1.66680
H 3.59536 3.38928 -2.82826
H 4.00724 3.07515 -5.24467
H 1.98253 -0.68599 -5.10338
H 1.58007 -0.36992 -2.67367
H 1.44764 0.98497 2.89612
H -0.08647 1.24371 2.03747
H 2.75244 -0.83635 1.31291
H 2.18206 -1.72186 2.73672
H 1.92783 -2.41538 -0.21157
H 2.37317 -3.44984 1.14347
H 0.22196 -4.24677 0.86282
H 0.22629 -0.86057 -0.21226
H -0.78301 -0.44050 -2.48363
H -2.05134 -1.56948 -1.95996
H -1.28749 1.12749 -0.73020
H -2.74663 0.80638 -1.70140
H -2.44341 1.95663 1.06104
H -4.01997 1.71608 0.26278
H -4.34988 1.76489 2.69922
H -3.11375 0.49132 2.92341
H -5.26011 -1.90763 1.36719
H -3.65864 -1.69888 2.13089
H -3.36768 -1.86286 -0.27461
H -4.56183 -0.56202 -0.56869
H -1.36778 -3.12981 2.36272
H 0.24704 -3.19150 3.06784
H -1.29971 -0.81241 2.00264
H -0.32465 -0.95482 3.49488
*
```

---

Entry 2:
The following is a DFT calculation (wB97M-V/def2-TZVPD) of the molecule C3H4ClFN2 at a distorted geometry.

Its structure (SMILES) is [H]/N=C(N)/C(F)=C/Cl. The relative energy (zero: lowest compared OMol25 entry of this formula, charge and spin) comes out at 21.5 kcal/mol. Its frontier orbital gap is 0.366 Ha. The value obtained for the max |F| is 3.9 eV/Å. For the total energy, the calculation gives -786.2262 Ha.

Geometry as ORCA input:
```
! wB97M-V def2-TZVPD RIJCOSX def2/J DEFGRID3
* xyz 0 1
H 2.58558 -2.54614 -0.35744
N 2.08243 -1.53304 -0.48650
C 0.79920 -1.37155 -0.34619
N -0.18633 -2.36008 -0.29373
C 0.31028 0.06705 -0.13119
F 1.33652 0.79934 0.24410
C -0.99966 0.43357 -0.15213
Cl -1.51019 1.97674 0.48022
H -0.05891 -3.33518 -0.52815
H -1.06370 -2.26693 0.36133
H -1.74995 -0.17286 -0.59778
*
```

---

Entry 3:
The following is a DFT calculation (wB97M-V/def2-TZVPD) of C5H8O2 as an isolated structure.

The relative energy (zero: lowest compared OMol25 entry of this formula, charge and spin) comes out at 82.2 kcal/mol. Its frontier orbital gap is 0.384 Ha. The value obtained for the max |F| is 0.6 eV/Å. For the total energy, the calculation gives -345.6740 Ha.

Geometry as ORCA input:
```
! wB97M-V def2-TZVPD RIJCOSX def2/J DEFGRID3
* xyz 0 1
O 2.27279 -0.71643 0.79171
C 2.07900 -1.44709 -0.15131
C -0.52714 0.49700 0.58781
C -1.72877 1.09190 0.51856
C -2.37581 0.09132 -0.42766
C -0.96927 -0.55851 -0.36493
O -0.47330 -1.51717 -0.90302
H 2.77477 1.44090 0.33248
H 1.82259 -2.51036 -0.01484
H 2.16166 -1.09895 -1.19759
H 0.39549 0.68967 1.12141
H -2.12380 1.98505 0.99088
H 2.55225 2.12034 0.12115
H -2.68865 0.45339 -1.41280
H -3.17181 -0.52106 0.00815
*
```

---

Entry 4:
The following is a DFT calculation (wB97M-V/def2-TZVPD) of C2H2O6Rb as an isolated structure.

The relative energy (zero: lowest compared OMol25 entry of this formula, charge and spin) comes out at 4.7 kcal/mol. Its frontier orbital gap is 0.268 Ha. The value obtained for the max |F| is 0.9 eV/Å. For the total energy, the calculation gives -553.1200 Ha.

Geometry as ORCA input:
```
! wB97M-V def2-TZVPD RIJCOSX def2/J DEFGRID3
* xyz -1 1
Rb -0.21431 1.14170 1.71677
O 2.00857 0.85184 -1.03087
C 2.80840 1.74652 -0.30846
O 3.93611 1.96280 -0.77900
O 2.28702 2.18615 0.74390
H 2.56507 0.67943 -1.79773
O -3.18765 -0.86659 -0.00243
C -2.34046 -1.85456 0.51660
O -1.47442 -1.43534 1.30626
O -2.57485 -3.01357 0.14239
H -3.81349 -1.39838 -0.50743
*
```

---

Entry 5:
The following is a DFT calculation (wB97M-V/def2-TZVPD) of a 2-piece molecular cluster, C5H13N5Si overall at a distorted geometry.

Its frontier orbital gap (spin up / spin down) is 0.203 / 0.203 Ha. The value obtained for the max |F| is 5.0 eV/Å. For the total energy, the calculation gives -761.3148 Ha.

Geometry as ORCA input:
```
! wB97M-V def2-TZVPD RIJCOSX def2/J DEFGRID3
* xyz 0 1
C -1.84975 1.26552 -0.67103
C -1.93397 -0.74217 -2.24614
C 1.37789 0.89905 2.58131
C 1.79479 0.53822 -0.28422
C 1.89562 -2.02305 1.13375
N -2.48511 2.38879 -0.69709
N -3.31720 2.38069 -1.77089
N -3.23175 1.29253 -2.42133
N -2.28608 0.55007 -1.78924
N -0.61840 -0.83411 0.95220
Si 0.91903 -0.35620 1.25274
H -1.24010 -1.23996 -1.57185
H -2.66010 -1.41088 -2.52370
H -1.26331 -0.71493 -3.21506
H 1.31086 0.52628 3.52451
H 2.45623 1.14724 2.39492
H 0.86554 1.83483 2.52109
H 1.08283 0.42832 -1.09975
H 1.69201 1.59143 0.08307
H 2.78502 0.17091 -0.45445
H 2.25715 -2.31396 2.01338
H 1.22079 -2.91744 0.84876
H 2.75038 -1.91191 0.39216
H -1.52239 -0.54927 1.04685
*
```